Here is the molecule C4H6N2O from OMol25. Energies are from ωB97M-V/def2-TZVPD.

Values from the calculation:
2S+1: 1
strongest force on any atom: 0.450 eV/Å
structure (SMILES): Cc1cc(N)on1
Kohn-Sham gap: 9.5 eV
charge: 0
relative energy (zero: lowest compared OMol25 entry of this formula, charge and spin): 37.1 kcal/mol
E_HOMO: -8.610 eV

CARTESIAN COORDINATES (ANGSTROEM)
C: 0.067 -0.917 2.109
C: 0.021 -0.605 0.648
N: 0.347 -1.510 -0.238
O: 0.270 -0.857 -1.475
C: -0.094 0.411 -1.276
N: -0.211 1.199 -2.397
C: -0.293 0.647 0.051
H: 0.242 -1.983 2.268
H: 0.882 -0.357 2.581
H: -0.865 -0.628 2.603
H: -0.058 2.181 -2.216
H: 0.318 0.865 -3.191
H: -0.626 1.555 0.531

Here is a structure of composition C4H8N2O from OMol25. Energies are from ωB97M-V/def2-TZVPD.

Values from the calculation:
2S+1: 1
strongest force on any atom: 7.072 eV/Å
Kohn-Sham gap: 6.5 eV
charge: 0
relative energy (zero: lowest compared OMol25 entry of this formula, charge and spin): 82.5 kcal/mol
E_HOMO: -5.554 eV

CARTESIAN COORDINATES (ANGSTROEM)
C: 0.030 2.083 0.174
C: -0.187 -0.884 -0.842
C: 0.143 -0.491 0.427
N: -0.700 -1.937 -1.401
N: 0.102 -0.933 1.659
C: 0.688 0.772 -0.203
O: 0.150 0.217 -1.420
H: -0.727 -2.029 -2.411
H: -0.756 -2.825 -0.913
H: 0.303 -0.344 2.463
H: -0.435 -1.761 1.903
H: 1.782 0.849 -0.253
H: 0.376 2.413 1.159
H: 0.292 2.865 -0.547
H: -1.062 2.006 0.207

Here is a cluster of 15 separate species, C45H125O30P5 in total from OMol25. Energies are from ωB97M-V/def2-TZVPD.

Values from the calculation:
2S+1: 1
strongest force on any atom: 2.458 eV/Å
Kohn-Sham gap: 9.7 eV
charge: 0
E_HOMO: -9.362 eV

CARTESIAN COORDINATES (ANGSTROEM)
C: 5.164 -7.614 3.382
O: 4.898 -6.889 2.170
P: 3.632 -5.885 1.984
O: 2.362 -6.600 1.738
O: 3.754 -5.009 3.365
C: 2.793 -4.016 3.769
O: 4.053 -4.865 0.817
C: 5.342 -4.250 0.829
H: 6.084 -7.208 3.788
H: 5.303 -8.687 3.251
H: 4.375 -7.478 4.118
H: 2.485 -4.252 4.791
H: 1.898 -3.995 3.142
H: 3.241 -3.020 3.833
H: 5.926 -4.537 -0.048
H: 5.892 -4.497 1.734
H: 5.213 -3.176 0.758
C: -1.422 -0.808 -0.105
O: -0.268 -0.041 -0.342
P: 0.627 0.507 0.868
O: 1.718 1.363 0.393
O: 1.070 -0.763 1.696
C: 1.931 -1.728 1.115
O: -0.413 1.267 1.842
C: -1.157 2.361 1.268
H: -1.585 -1.126 0.927
H: -1.255 -1.710 -0.693
H: -2.291 -0.309 -0.518
H: 2.690 -1.219 0.525
H: 1.355 -2.423 0.505
H: 2.394 -2.286 1.914
H: -2.073 2.041 0.754
H: -0.561 2.882 0.521
H: -1.460 3.064 2.038
C: 2.254 -0.941 -2.742
O: 2.654 -1.579 -3.948
P: 3.636 -0.907 -5.094
O: 4.941 -0.451 -4.573
O: 2.698 0.274 -5.724
C: 1.438 0.049 -6.344
O: 3.634 -2.060 -6.223
C: 4.354 -1.863 -7.412
H: 1.161 -0.951 -2.751
H: 2.597 0.087 -2.644
H: 2.534 -1.542 -1.873
H: 0.618 0.530 -5.808
H: 1.213 -1.015 -6.438
H: 1.499 0.468 -7.342
H: 4.348 -0.811 -7.690
H: 3.886 -2.426 -8.212
H: 5.365 -2.222 -7.233
C: -4.608 0.299 1.287
O: -4.828 1.639 1.506
P: -6.152 2.142 2.182
O: -6.271 1.897 3.632
O: -6.066 3.687 1.735
C: -7.040 4.645 2.229
O: -7.326 1.526 1.266
C: -8.638 1.344 1.750
H: -3.927 -0.122 2.030
H: -4.195 0.125 0.306
H: -5.547 -0.249 1.347
H: -6.521 5.492 2.668
H: -7.676 4.193 2.988
H: -7.619 4.953 1.361
H: -8.983 2.161 2.388
H: -8.771 0.394 2.261
H: -9.291 1.383 0.885
C: 6.290 7.187 -1.652
O: 6.866 5.904 -1.265
P: 5.974 4.828 -0.434
O: 6.612 3.534 -0.178
O: 5.612 5.724 0.821
C: 4.784 5.143 1.800
O: 4.583 4.725 -1.289
C: 4.144 3.441 -1.769
H: 5.227 7.305 -1.432
H: 6.441 7.293 -2.724
H: 6.896 7.930 -1.140
H: 4.980 5.617 2.751
H: 4.981 4.074 1.913
H: 3.734 5.245 1.515
H: 3.441 3.037 -1.034
H: 4.969 2.732 -1.825
H: 3.684 3.527 -2.753
C: -2.641 -6.363 3.079
C: -2.799 -4.832 2.939
C: -1.418 -4.194 2.998
O: -3.469 -4.451 1.732
H: -2.231 -6.621 4.060
H: -1.980 -6.715 2.286
H: -3.632 -6.828 3.008
H: -3.401 -4.497 3.796
H: -1.419 -3.105 2.924
H: -0.733 -4.603 2.256
H: -1.016 -4.409 3.994
H: -4.284 -4.977 1.687
C: 3.192 1.900 3.741
C: 1.915 2.764 3.685
C: 1.925 3.882 4.709
O: 1.731 3.354 2.437
H: 4.108 2.480 3.617
H: 3.155 1.187 2.909
H: 3.208 1.330 4.675
H: 1.046 2.129 3.941
H: 1.014 4.489 4.734
H: 2.778 4.568 4.649
H: 1.986 3.382 5.679
H: 1.726 2.679 1.728
C: -0.433 -3.110 -4.693
C: -1.653 -3.250 -3.756
C: -2.883 -2.477 -4.170
O: -2.036 -4.592 -3.768
H: -0.156 -2.052 -4.804
H: -0.582 -3.488 -5.714
H: 0.437 -3.635 -4.298
H: -1.325 -2.940 -2.743
H: -3.785 -2.845 -3.671
H: -3.045 -2.635 -5.242
H: -2.790 -1.420 -3.954
H: -1.291 -5.125 -3.426
C: 0.939 -4.587 -1.383
C: 0.512 -6.039 -1.525
C: -0.359 -6.538 -0.397
O: -0.159 -6.269 -2.780
H: 0.048 -3.944 -1.299
H: 1.515 -4.203 -2.225
H: 1.488 -4.446 -0.450
H: 1.411 -6.672 -1.542
H: -1.308 -5.986 -0.399
H: 0.130 -6.466 0.574
H: -0.587 -7.595 -0.573
H: -0.324 -7.222 -2.800
C: -1.754 0.763 -3.626
C: -1.271 2.180 -3.230
C: 0.190 2.431 -3.591
O: -2.074 3.049 -3.970
H: -1.394 0.001 -2.923
H: -1.393 0.533 -4.639
H: -2.845 0.692 -3.682
H: -1.383 2.374 -2.148
H: 0.585 3.321 -3.094
H: 0.310 2.550 -4.671
H: 0.802 1.577 -3.287
H: -2.815 3.418 -3.461
C: -1.685 -1.136 5.433
C: -1.037 0.245 5.129
C: -1.951 1.367 4.659
O: -0.399 0.682 6.313
H: -2.195 -1.495 4.531
H: -2.430 -1.015 6.227
H: -0.916 -1.842 5.740
H: -0.259 0.126 4.369
H: -2.748 1.501 5.406
H: -2.427 1.135 3.708
H: -1.388 2.305 4.624
H: -1.127 0.937 6.898
C: -6.597 -2.895 -0.209
C: -5.363 -2.544 -1.002
C: -5.554 -1.326 -1.963
O: -4.356 -2.290 -0.051
H: -7.417 -3.116 -0.895
H: -6.890 -2.077 0.454
H: -6.417 -3.781 0.413
H: -5.081 -3.442 -1.582
H: -6.143 -1.574 -2.849
H: -4.602 -0.941 -2.339
H: -6.090 -0.529 -1.430
H: -4.291 -3.063 0.535
C: 0.889 5.146 -0.110
C: 0.792 6.239 0.918
C: 0.047 7.515 0.514
O: 0.271 5.682 2.127
H: 1.449 5.424 -1.006
H: -0.117 4.814 -0.396
H: 1.437 4.284 0.282
H: 1.811 6.624 1.103
H: -0.237 8.015 1.443
H: -0.897 7.291 -0.005
H: 0.603 8.201 -0.128
H: 0.818 4.873 2.272
C: 5.515 -1.250 -1.185
C: 6.029 -0.193 -0.229
C: 4.898 0.437 0.569
O: 7.059 -0.600 0.684
H: 5.194 -0.787 -2.119
H: 4.673 -1.800 -0.752
H: 6.282 -1.989 -1.435
H: 6.478 0.571 -0.878
H: 4.123 0.803 -0.106
H: 5.321 1.285 1.118
H: 4.460 -0.209 1.340
H: 7.420 0.215 1.053
C: -5.389 3.226 -1.844
C: -4.587 4.474 -1.669
C: -3.454 4.391 -0.676
O: -3.936 4.760 -2.885
H: -5.907 2.990 -0.912
H: -4.816 2.339 -2.134
H: -6.137 3.379 -2.625
H: -5.264 5.322 -1.470
H: -3.875 4.373 0.334
H: -2.852 5.303 -0.749
H: -2.800 3.529 -0.805
H: -3.730 5.696 -2.863

Here is the molecule C19H23N3O3S from OMol25. Energies are from ωB97M-V/def2-TZVPD.

Values from the calculation:
2S+1: 1
strongest force on any atom: 1.061 eV/Å
structure (SMILES): CCN1CCN(S(=O)(=O)c2ccc(C(=O)Nc3ccccc3)cc2)CC1
Kohn-Sham gap: 8.8 eV
charge: 0
relative energy (zero: lowest compared OMol25 entry of this formula, charge and spin): 54.8 kcal/mol
E_HOMO: -8.648 eV

CARTESIAN COORDINATES (ANGSTROEM)
C: -2.008 1.966 -0.283
H: -2.215 2.962 0.100
H: -2.052 2.003 -1.368
H: -1.000 1.689 0.019
C: -3.039 0.978 0.274
N: -2.809 -0.424 -0.016
C: -2.690 -0.715 -1.432
C: -2.744 -2.228 -1.650
N: -1.780 -2.924 -0.837
S: -0.344 -3.452 -1.475
O: -0.498 -3.474 -2.899
O: -0.002 -4.663 -0.789
C: 0.926 -2.249 -1.039
C: 1.000 -1.036 -1.697
C: 1.972 -0.121 -1.332
C: 2.893 -0.446 -0.339
C: 2.842 -1.692 0.277
C: 1.839 -2.586 -0.058
H: 1.765 -3.557 0.404
H: 3.584 -1.950 1.017
C: 4.023 0.489 -0.045
O: 5.176 0.190 -0.269
N: 3.702 1.733 0.411
C: 2.512 2.224 0.959
C: 2.272 3.595 0.890
C: 1.138 4.136 1.465
C: 0.233 3.320 2.124
C: 0.473 1.959 2.202
C: 1.604 1.407 1.627
H: 1.791 0.349 1.720
H: -0.219 1.318 2.727
H: -0.648 3.743 2.580
H: 0.965 5.200 1.404
H: 2.984 4.233 0.387
H: 4.483 2.380 0.414
H: 2.034 0.836 -1.831
H: 0.310 -0.829 -2.500
C: -1.803 -2.555 0.554
C: -1.724 -1.033 0.728
H: -1.845 -0.786 1.785
H: -0.732 -0.677 0.396
H: -0.967 -3.056 1.042
H: -2.741 -2.914 0.990
H: -2.532 -2.483 -2.687
H: -3.740 -2.597 -1.379
H: -3.526 -0.245 -1.953
H: -1.749 -0.323 -1.852
H: -4.026 1.229 -0.127
H: -3.086 1.078 1.362